# 1
Computed, not measured: a single C5H12N2O molecule, with ωB97M-V with the def2-TZVPD basis set.

LUMO level: 0.860 eV
Highest occupied orbital energy: -9.29 eV
SMILES: C[C@@H](CN)N(C)C=O
HOMO-LUMO gap: 10.15 eV

Element x y z (Å)
O (-1.81, 2.71, -0.68)
N (1.46, -1.81, 1.26)
N (-0.84, 0.75, -0.02)
C (0.07, -0.37, -0.26)
C (-2.12, 0.40, 0.59)
C (1.06, -0.29, -1.45)
C (0.90, -0.46, 1.05)
C (-0.87, 1.94, -0.71)
H (0.89, 0.69, -1.87)
H (-0.58, -1.32, -0.28)
H (-2.19, -0.67, 0.77)
H (1.78, 0.27, 0.94)
H (-2.92, 0.57, -0.12)
H (0.04, 2.18, -1.27)
H (-2.29, 1.04, 1.46)
H (1.49, -2.45, 0.47)
H (2.47, -1.73, 1.54)
H (0.97, -1.01, -2.22)
H (0.36, -0.23, 1.99)
H (2.14, -0.18, -1.19)

=====

# 2
Computed, not measured: a molecular structure, C5H12N2O, with ωB97M-V with the def2-TZVPD basis set.

LUMO level: 0.967 eV
Highest occupied orbital energy: -7.54 eV
HOMO-LUMO gap: 8.51 eV

Element x y z (Å)
O (-1.26, -0.40, 0.64)
N (-2.15, -0.78, 1.63)
N (2.07, -0.80, 1.03)
C (-0.18, -0.51, -2.06)
C (0.73, -0.92, -0.95)
C (1.08, -0.25, 0.19)
C (0.19, 0.72, 0.82)
C (-0.15, 2.01, 0.11)
H (0.53, 2.24, -0.70)
H (-0.75, -1.38, -2.40)
H (-2.12, -1.80, 1.72)
H (1.29, -1.83, -1.16)
H (0.38, 0.86, 1.89)
H (0.39, -0.13, -2.91)
H (2.58, -0.12, 1.57)
H (2.69, -1.45, 0.55)
H (-0.91, 0.24, -1.77)
H (-1.15, 1.99, -0.32)
H (-0.16, 2.85, 0.82)
H (-3.09, -0.54, 1.31)

=====

# 3
Computed, not measured: a single C5H12N2O molecule, with ωB97M-V with the def2-TZVPD basis set.

LUMO level: 0.880 eV
Highest occupied orbital energy: -9.02 eV
SMILES: CCN(C=O)CCN
HOMO-LUMO gap: 9.91 eV

Element x y z (Å)
O (0.45, -1.12, -2.49)
N (0.52, -1.49, 2.32)
N (0.41, 0.37, -0.79)
C (-1.69, 1.70, -0.47)
C (-0.29, 1.40, 0.05)
C (1.14, -0.63, 0.03)
C (0.36, -1.64, 0.86)
C (0.11, -0.03, -2.07)
H (1.77, 0.04, 0.66)
H (-2.32, 0.81, -0.44)
H (-2.12, 2.64, -0.09)
H (0.24, -0.54, 2.50)
H (-0.38, 0.65, -2.81)
H (-0.34, 1.11, 1.09)
H (1.91, -1.11, -0.55)
H (-0.69, -1.72, 0.59)
H (0.85, -2.57, 0.57)
H (0.40, 2.25, -0.04)
H (1.41, -1.80, 2.66)
H (-1.72, 1.67, -1.57)

=====

# 4
Computed, not measured: a molecular structure, C5H12N2O, with ωB97M-V with the def2-TZVPD basis set.

LUMO level: 0.794 eV
Highest occupied orbital energy: -8.19 eV
HOMO-LUMO gap: 8.98 eV

Element x y z (Å)
O (0.06, 0.87, -1.51)
N (-1.78, -0.43, 0.27)
N (0.30, -1.68, 1.03)
C (-2.69, 0.25, 1.19)
C (2.20, -0.08, -0.78)
C (0.71, -0.21, -0.87)
C (2.90, 0.93, -1.29)
C (0.18, -0.45, 0.54)
H (3.98, 0.94, -1.26)
H (2.68, -0.90, -0.27)
H (-1.90, -0.11, -0.69)
H (-2.55, -0.16, 2.19)
H (0.20, 0.46, 1.16)
H (0.39, -1.71, 2.04)
H (-3.74, 0.14, 0.90)
H (0.29, 1.68, -1.04)
H (2.44, 1.73, -1.85)
H (0.47, -1.10, -1.47)
H (-1.67, -1.48, 0.49)
H (-2.46, 1.32, 1.22)

=====

# 5
Computed, not measured: a molecular structure, C5H12N2O, with ωB97M-V with the def2-TZVPD basis set.

LUMO level: 0.624 eV
Highest occupied orbital energy: -8.63 eV
HOMO-LUMO gap: 9.26 eV

Element x y z (Å)
O (2.91, 1.23, -1.06)
N (-2.49, -0.40, 0.30)
N (0.68, 0.63, 0.27)
C (2.42, 1.22, -0.01)
C (-0.03, -0.38, -0.51)
C (0.96, -1.43, -1.01)
C (-0.07, 1.67, 0.94)
C (-1.19, -1.06, 0.28)
H (-2.45, 0.52, 0.71)
H (-2.86, -0.30, -0.64)
H (0.46, -2.16, -1.64)
H (-1.34, -2.06, -0.14)
H (-0.71, 1.29, 1.74)
H (0.63, 2.37, 1.40)
H (1.41, -1.96, -0.16)
H (1.76, -0.98, -1.59)
H (-0.69, 2.24, 0.24)
H (-0.49, 0.12, -1.38)
H (-0.86, -1.22, 1.31)
H (1.95, 0.66, 0.94)

=====

# 6
Computed, not measured: 2 unconnected molecules or ions with the total composition C5H12N2O, with ωB97M-V with the def2-TZVPD basis set.

LUMO level (alpha / beta): 1.045 / 1.045 eV
Highest occupied orbital energy (alpha / beta): -7.00 / -7.00 eV
HOMO-LUMO gap (alpha / beta): 8.04 / 8.04 eV

Element x y z (Å)
O (2.57, 0.78, 0.38)
N (1.16, -0.86, 0.05)
N (1.79, 0.08, -0.60)
C (0.21, -1.61, -0.48)
C (-1.52, 0.48, -0.68)
C (-0.63, 1.49, -0.63)
C (-0.33, 2.26, 0.61)
C (-0.59, -2.54, 0.37)
H (3.28, 1.17, -0.14)
H (-0.22, 1.88, -1.55)
H (1.16, -0.76, 1.07)
H (-0.68, 3.29, 0.52)
H (-0.54, -2.26, 1.42)
H (-0.80, 1.82, 1.49)
H (-1.89, 0.10, -1.62)
H (-2.09, 0.20, 0.19)
H (-1.64, -2.52, 0.07)
H (0.24, -1.74, -1.55)
H (-0.24, -3.58, 0.27)
H (0.75, 2.30, 0.79)

=====

# 7
Computed, not measured: 2 unconnected molecules or ions with the total composition C5H12N2O, with ωB97M-V with the def2-TZVPD basis set.

LUMO level (alpha / beta): 0.112 / 0.111 eV
Highest occupied orbital energy (alpha / beta): -5.86 / -5.86 eV
HOMO-LUMO gap (alpha / beta): 5.97 / 5.97 eV

Element x y z (Å)
O (0.99, -0.11, -1.38)
N (1.98, 0.07, 1.98)
N (-1.60, 1.77, 0.57)
C (0.53, -1.63, 0.98)
C (-0.40, 0.46, -1.03)
C (-0.46, 1.16, 0.12)
C (-1.45, 0.22, -2.07)
C (1.69, -0.75, 0.96)
H (0.15, -1.82, 1.98)
H (-1.31, 0.84, -2.96)
H (0.80, -0.83, -1.99)
H (-0.28, -1.05, 0.44)
H (-1.54, 2.24, 1.46)
H (0.71, -2.55, 0.42)
H (-2.45, 0.43, -1.69)
H (1.20, 0.45, 2.51)
H (2.74, 0.72, 1.87)
H (-1.47, -0.83, -2.39)
H (2.51, -0.91, 0.27)
H (-2.33, 2.11, -0.05)

=====

# 8
Computed, not measured: a single C5H12N2O molecule, with ωB97M-V with the def2-TZVPD basis set.

LUMO level: 0.826 eV
Highest occupied orbital energy: -8.34 eV
SMILES: CCN(C)NC(C)=O
HOMO-LUMO gap: 9.16 eV

Element x y z (Å)
O (-1.28, -1.63, 0.58)
N (0.32, 0.68, -0.60)
N (0.67, -0.47, 0.19)
C (-2.15, 0.85, -0.77)
C (0.83, -2.65, 1.11)
C (-0.07, -1.54, 0.58)
C (-0.88, 1.38, -0.12)
C (1.48, 1.54, -0.64)
H (1.75, 1.95, 0.35)
H (2.33, 1.00, -1.04)
H (-2.39, -0.14, -0.39)
H (-0.95, 1.31, 0.98)
H (-1.99, 0.79, -1.85)
H (1.40, -3.08, 0.28)
H (1.52, -2.27, 1.86)
H (-0.75, 2.43, -0.39)
H (1.26, 2.37, -1.31)
H (0.21, -3.42, 1.55)
H (1.67, -0.61, 0.20)
H (-2.98, 1.53, -0.57)

=====

# 9
Computed, not measured: a single C5H12N2O molecule, with ωB97M-V with the def2-TZVPD basis set.

LUMO level: 0.928 eV
Highest occupied orbital energy: -9.38 eV
SMILES: CCC[C@H](N)C(N)=O
HOMO-LUMO gap: 10.31 eV

Element x y z (Å)
O (-2.60, 0.32, -0.18)
N (-1.25, -1.96, 0.07)
N (-0.78, 1.62, -0.61)
C (2.99, 0.84, 0.00)
C (1.05, -0.73, -0.16)
C (-0.48, -0.77, 0.33)
C (1.91, 0.09, 0.81)
C (-1.36, 0.39, -0.14)
H (-0.57, -0.63, 1.46)
H (-1.51, 2.24, -0.93)
H (3.22, 0.14, -0.81)
H (2.46, -0.47, 1.61)
H (3.82, 1.12, 0.71)
H (1.08, -0.26, -1.17)
H (0.12, 1.83, -0.74)
H (2.53, 1.81, -0.37)
H (1.35, -1.77, -0.17)
H (-1.17, -2.17, -0.93)
H (-2.24, -1.79, 0.20)
H (1.28, 0.83, 1.39)

=====

# 10
Computed, not measured: 2 unconnected molecules or ions with the total composition C5H12N2O, with ωB97M-V with the def2-TZVPD basis set.

LUMO level (alpha / beta): 0.833 / -1.519 eV
Highest occupied orbital energy (alpha / beta): -9.57 / -7.13 eV
HOMO-LUMO gap (alpha / beta): 10.40 / 5.61 eV

Element x y z (Å)
O (2.02, 1.20, 0.05)
N (1.16, 0.13, 0.10)
N (3.13, -1.04, -0.03)
C (-1.51, 0.79, -0.06)
C (1.83, -1.06, 0.02)
C (0.96, -2.28, 0.00)
C (-1.36, 2.30, -0.04)
C (-2.78, 0.22, 0.11)
H (1.15, -2.89, 0.89)
H (-0.94, 0.35, -0.92)
H (2.92, 0.80, -0.02)
H (-0.68, 0.32, 0.65)
H (-3.66, 0.83, 0.28)
H (-0.10, -2.01, -0.02)
H (3.54, -1.96, -0.07)
H (-1.87, 2.76, -0.90)
H (1.18, -2.89, -0.87)
H (-0.30, 2.56, -0.09)
H (-2.93, -0.85, 0.05)
H (-1.77, 2.73, 0.87)